# C2H3Cl2N3

A single C2H3Cl2N3 molecule at a distorted geometry (ωB97M-V/def2-TZVPD, OMol25).

Structure (XYZ):
```
10
Properties=species:S:1:pos:R:3
H 0.23 0.93 -0.57
Cl -3.47 -1.98 2.09
N -1.40 -0.59 1.65
C -0.37 -0.36 1.02
N -1.62 0.16 -1.14
Cl -2.62 1.60 -0.96
N -2.62 -0.50 1.73
H 0.44 -0.10 1.54
H -0.01 -0.92 -1.17
C -0.44 0.01 -0.62
```

E_HOMO (spin up / spin down)	-8.10 / -9.06	eV
frontier orbital gap (spin up / spin down)	6.83 / 8.41	eV
LUMO (spin up / spin down)	-0.0464 / -0.0241	Eh
energy	-31630.74236	eV
F_max	0.0938	hartree/bohr